[1]
Here is a molecular structure, CH3NOS2 from the OMol25 dataset. Energies are from ωB97M-V with the def2-TZVPD basis set.

Structure (ORCA input):
```
! wB97M-V def2-TZVPD RIJCOSX def2/J DEFGRID3
* xyz 0 1
C -0.16400 0.74712 0.53682
H 1.12076 -1.58822 -1.94163
H 0.35514 0.16221 1.26238
O 1.01487 -1.85070 0.31138
N -0.53380 -0.23920 -1.01255
S 0.21643 -1.62813 -0.86505
S -1.14105 -2.97856 -1.32127
H -0.78130 1.60992 0.57938
*
```

energy above the lowest of the compared OMol25 structures with the same formula, charge and spin: 573.7 kJ/mol
LUMO level (alpha / beta): -0.097 / -0.053 Eh
Kohn-Sham gap (alpha / beta): 6.6489 / 8.0041 eV

[2]
Here is a molecular structure, C49H41Cl5CrN6O6PTe from the OMol25 dataset. Energies are from ωB97M-V with the def2-TZVPD basis set.

Structure (ORCA input):
```
! wB97M-V def2-TZVPD RIJCOSX def2/J DEFGRID3
* xyz 1 5
H -1.15983 -4.15221 0.86612
C 2.51563 4.88087 0.06536
H -4.84137 -1.26822 0.84618
Te 2.92220 -2.62386 -2.01406
H -7.06179 -1.74692 4.46620
Cr 1.01818 0.53457 0.70280
H 6.28742 0.82560 0.90124
C 0.11745 0.36005 5.13049
N 3.05582 -0.06289 0.89493
C -6.31537 -1.21625 3.89069
Cl 3.03803 3.00447 5.64968
Cl -1.08642 -0.91927 3.15801
C -0.03972 -5.54984 -3.26108
C 4.45736 -3.23308 2.16145
N 2.61143 5.14473 -1.41166
H 0.82954 -5.27975 1.78710
H 3.55547 -0.54480 -3.50981
C 3.18812 -1.32854 1.35919
H -5.10681 1.48018 -3.65185
C 0.86194 -4.23149 1.54414
N -1.29633 4.00107 1.58679
Cl 3.06513 2.66572 2.64637
C -0.00082 2.38301 -3.89197
C -0.12153 -2.92784 -2.36892
H -1.92056 2.13052 1.81618
H -6.04244 0.53618 -2.49714
H 3.01162 4.35013 -1.90948
H 2.95537 0.63445 -1.48181
C -2.63334 0.60292 -2.50646
C -5.09079 0.58759 -3.02439
C 1.91988 1.91667 4.91824
C -4.67539 0.54119 3.71916
C 1.88359 1.70508 3.53650
H 0.09983 3.88670 -5.41463
N 3.53079 -5.39786 2.61514
O -0.83368 0.69600 0.66460
C -0.02078 1.91637 -6.25333
H -2.45891 0.56860 -3.57215
H -1.07661 -1.69741 0.41541
H 2.15695 1.30792 -2.88758
C 4.41639 -1.87539 1.71512
C 5.56256 -1.07690 1.56804
H -0.29031 -0.94615 -4.46408
H 5.39192 -3.66853 2.48431
H -2.17748 -5.42450 -3.37072
C 2.00797 -2.14210 1.37989
H -6.53871 -2.45177 2.14889
C -1.29969 -3.58748 -2.68828
H -1.71425 4.40882 0.75717
C 5.43034 0.18557 1.05140
H 4.00428 1.64719 0.33093
C 0.11965 0.18718 3.74025
C -0.17392 0.61191 -2.17543
C 2.05700 -3.49572 1.72443
O 0.23224 4.42639 -1.02580
H -0.20766 -0.15079 -6.79482
H 0.00500 3.08727 -3.06674
O -2.57112 1.68682 2.39989
H 1.89833 -0.99156 -3.83929
C -6.02403 -1.60608 2.58723
H 2.09176 -5.38569 -3.10552
C -1.26029 -4.90430 -3.12815
C 3.34328 -3.99072 2.16208
C -0.16838 0.11093 -4.66969
H 1.58799 5.18055 -1.68951
C -1.77764 0.69980 -0.24053
C 1.10592 -3.56697 -2.51545
C 0.04094 2.82598 -5.20620
H -0.16242 -1.91257 -2.00068
C 1.14344 -4.88132 -2.96959
C -5.62884 -0.14402 4.44845
C -0.13410 0.56071 -5.98295
Cl -0.99230 -0.47814 6.14091
C -5.07327 -0.93008 1.84786
O 1.35177 2.42127 0.17177
C 2.59760 -0.77100 -3.03903
H 3.42859 4.42613 0.43542
O 2.60592 -6.16903 2.46614
C 1.02549 1.22924 5.72623
C -4.15330 0.70800 -0.68179
C 0.11126 4.37908 1.69711
C 1.00810 0.84355 2.87010
N 0.89813 0.35024 -1.49704
H -0.00250 -6.57447 -3.60700
C -0.20477 -2.23585 0.76197
C 4.15202 0.65326 0.72993
H -4.14326 1.36947 4.16392
H 0.27360 5.45795 1.82000
Cl 1.04104 1.45225 7.42692
O 4.60107 -5.68535 3.10105
H 0.57208 3.86636 2.54367
C -3.11249 0.75256 0.23994
C 2.17769 0.44299 -2.21597
H 0.00114 2.26377 -7.27763
C -4.38257 0.17323 2.39096
C -1.53188 0.63265 -1.62179
H 3.13434 5.98446 -1.64959
H -2.24649 -3.07014 -2.58496
C -0.08583 1.01949 -3.62173
H -5.84221 0.16181 5.46472
H -1.81332 4.34102 2.39109
H 6.53298 -1.47112 1.84193
N 0.88891 -1.52739 0.94170
P 0.95122 3.87521 0.17853
H 2.35964 5.84650 0.54332
C -3.35859 0.86261 1.66723
H -5.02963 -0.27700 -3.68723
C -3.93650 0.61942 -2.05669
C -0.24362 -3.60553 1.03716
H -5.16949 0.76562 -0.30940
*
```

energy above the lowest of the compared OMol25 structures with the same formula, charge and spin: 0.0 kJ/mol
<S²>: 6.064
LUMO level (alpha / beta): -0.127 / -0.127 Eh
Kohn-Sham gap (alpha / beta): 4.0570 / 6.6512 eV

Q: What is the formula in the second record?
A: C49H41Cl5CrN6O6PTe

Copy entry 1 word for word.
Here is a molecular structure, CH3NOS2 from the OMol25 dataset. Energies are from ωB97M-V with the def2-TZVPD basis set.

Structure (ORCA input):
```
! wB97M-V def2-TZVPD RIJCOSX def2/J DEFGRID3
* xyz 0 1
C -0.16400 0.74712 0.53682
H 1.12076 -1.58822 -1.94163
H 0.35514 0.16221 1.26238
O 1.01487 -1.85070 0.31138
N -0.53380 -0.23920 -1.01255
S 0.21643 -1.62813 -0.86505
S -1.14105 -2.97856 -1.32127
H -0.78130 1.60992 0.57938
*
```

energy above the lowest of the compared OMol25 structures with the same formula, charge and spin: 573.7 kJ/mol
LUMO level (alpha / beta): -0.097 / -0.053 Eh
Kohn-Sham gap (alpha / beta): 6.6489 / 8.0041 eV

Q: Among the records above, which one has the lowest energy above the lowest of the compared OMol25 structures with the same formula, charge and spin?
A: C49H41Cl5CrN6O6PTe